A structure of composition C3H3HgLiO3 at a distorted geometry, computed with ωB97M-V/def2-TZVPD.

The geometry in XYZ format:
```
11
Properties=species:S:1:pos:R:3:forces:R:3:mulliken_spin:R:1
H 2.108527 0.159883 1.157747 0.187 -0.250 -0.297 0.000
Hg -0.888464 0.017367 -0.789406 1.071 -2.214 -0.150 0.810
C -2.302949 1.899724 -0.864215 0.475 5.848 -0.152 0.618
C 2.432105 -0.870375 0.989949 -1.362 -1.964 -0.556 0.127
H 3.483063 -1.141831 1.097303 -0.407 0.036 0.343 -0.004
O 0.386208 -1.530428 0.060116 -3.392 -0.430 -1.078 0.048
H 1.802755 -2.895667 0.546099 -0.259 0.179 -0.068 0.005
O -1.081050 2.257720 -0.826801 -1.700 -0.920 0.004 0.311
Li -4.174535 1.179294 -0.876550 -0.310 0.154 -0.045 -0.024
C 1.483624 -1.837342 0.547985 5.250 2.256 1.704 -0.009
O -3.249282 2.761652 -1.042232 0.445 -2.693 0.295 0.120
```
Positions in Å, forces in eV/Å.

Values from the calculation:
Energy relative to the best compared isomer or geometry (same formula, charge and spin) in kcal per mole: 45.5
LUMO level (alpha / beta) in eV: -1.36 / -3.06
F_max in Eh/bohr: 0.1160
Multiplicity: 3
HOMO-LUMO gap (alpha / beta) in Eh: 0.204 / 0.116
HOMO (alpha / beta) in eV: -6.911 / -6.214